Entry from OMol25: a structure of composition C37H37Cl3O2P2Pd at a distorted geometry (ωB97M-V/def2-TZVPD).

As for the orbital gap (spin up / spin down): 5.87 / 4.22 eV. The charge is +2. Its spin multiplicity is 5.

Each line ends with the Mulliken charge.
Element x y z (Å)
C -0.5308 3.0899 -4.9181  -0.931
H -2.7451 -2.3790 2.8179  -0.005
H -2.2743 0.3203 -1.7964  0.401
Cl -3.5430 2.0792 4.2834  -0.073
C 6.3482 -1.5520 1.6248  -0.770
C -4.9885 0.8117 0.3406  -0.795
C -2.0800 1.9639 -3.2197  -0.082
C -2.4842 -2.8425 0.7295  -0.277
H 0.2776 -2.3969 1.6660  0.724
C 1.1249 -1.0789 0.1330  -0.411
C 6.2093 -2.8610 2.1006  -0.501
H 1.6381 -1.0338 3.2229  0.580
C 2.5267 2.3381 0.7849  -0.898
H 7.0983 -3.4579 2.3262  0.392
H 1.0736 0.5884 2.7602  -0.201
H -4.2226 -4.3628 3.2108  0.441
C 3.9366 -1.3958 1.3597  0.694
C -0.7884 -0.2424 -3.2923  -0.835
H -4.6452 -5.9734 1.3391  0.404
C -1.7824 2.2146 -4.6901  -1.016
P 2.4358 -0.3874 1.0487  1.477
C -4.5377 2.1095 0.5958  -0.690
Pd -0.4294 2.4168 -2.0217  0.186
H 1.2818 -0.3299 -3.8826  0.548
H 7.3355 -1.0893 1.5483  0.414
H -0.0698 2.8181 -5.8843  0.293
C -3.7989 -4.1874 2.2210  -0.631
C 3.0334 1.1197 0.3154  0.438
C -2.7650 -3.7010 -0.3535  -0.302
H -6.0420 0.6492 0.1116  0.458
C -3.5818 -4.8025 -0.1321  -0.672
C 0.0951 -1.6787 0.8471  -0.162
C 0.4642 2.9628 -3.7809  -0.328
H -0.4570 -0.9711 -2.5361  0.161
Cl -1.9024 0.8753 6.4031  -0.086
H -0.8340 4.1394 -5.0363  0.478
C -1.6635 0.7686 -2.5895  0.093
C 0.9205 1.6921 -3.3498  0.379
C 1.9376 -0.0989 2.7351  -0.895
H -2.9099 2.5436 -2.7611  0.651
C -2.2753 1.2945 0.8136  -0.014
C -3.1806 2.3429 0.8221  -1.149
C 3.7930 -2.6552 1.9739  -0.338
C 5.2145 -0.8135 1.2854  -0.523
C 4.9301 -3.3850 2.3346  -0.723
H 4.8167 -4.3565 2.8175  0.406
C -1.3631 0.4248 3.7629  0.255
H 1.8539 2.3405 1.6391  0.394
H -1.2057 1.4772 0.9877  0.596
C 4.3693 2.2841 -1.3279  -0.848
H 0.2547 0.5179 -5.0483  0.342
H -1.7094 1.2527 -5.2159  0.288
H -2.8128 3.3502 1.0343  0.499
H 5.0960 2.2653 -2.1368  0.451
H 4.3331 0.1328 -1.1041  0.564
H -1.3786 -0.8067 -4.0363  0.508
H -3.8428 -5.4499 -0.9665  0.428
C -2.6254 0.6436 4.7857  0.707
H 2.4720 4.4638 0.4807  0.487
C 3.9457 1.0896 -0.7477  -0.276
C -2.7227 -0.0303 0.5717  0.945
C -4.1016 -0.2567 0.3558  -0.889
H 2.8020 0.3266 3.2754  0.518
C -4.0618 -5.0706 1.1624  -0.582
H -2.6552 2.7380 -5.1201  0.422
O -1.0872 -0.7812 3.5194  -0.394
Cl -3.6948 -0.7655 4.7948  -0.068
H 5.3336 0.2343 0.9933  0.375
P -1.5581 -1.4200 0.3614  0.373
H 4.1478 4.4380 -1.3627  0.447
C -2.9926 -3.0719 2.0165  0.368
C 2.9099 3.5204 0.1509  -0.693
H 2.7924 -3.0296 2.2043  0.304
H 1.1577 3.7977 -3.6403  0.571
C 3.8419 3.4994 -0.8878  -0.606
C 0.4496 0.3883 -3.9725  -1.225
H -4.4545 -1.2777 0.1740  0.476
O -0.8327 1.4889 3.3721  -0.389
H -5.2320 2.9499 0.6459  0.472
H 1.1137 -0.9497 -0.9674  0.264
H 1.8362 1.6458 -2.7533  0.174
H -2.3382 -3.4657 -1.3287  0.428

Forces on atoms 1 to 2 (eV/Å):
-0.193 0.272 -0.079
-0.208 -0.235 -0.137

---

Entry from OMol25: a cluster of 2 separate species, C3H4N3S in total at a distorted geometry (ωB97M-V/def2-TZVPD).

As for the orbital gap (spin up / spin down): 6.09 / 6.18 eV. The charge is -1.

Each line ends with the Mulliken charge.
Element x y z (Å)
C -0.0697 0.0608 -1.4230  -0.102
N 1.4199 -0.9457 0.1626  -0.885
N 0.2389 -0.2246 -0.1403  0.492
S 0.6803 -0.0194 3.4868  -0.411
H 1.2990 -1.0724 1.1625  0.269
C -0.7543 0.2662 0.6942  -0.196
C -1.6639 0.7095 -0.2333  -0.367
H -2.6630 1.0108 0.0494  0.368
H 0.6409 -0.0658 -2.2162  0.355
H 2.1690 -0.3350 -0.1060  0.234
N -1.2972 0.6156 -1.4368  -0.757

Forces on atoms 1 to 2 (eV/Å):
-1.340 0.232 0.583
-1.414 -0.028 -0.027

---

Entry from OMol25: an isolated molecule of C19H26N4O3 (ωB97M-V/def2-TZVPD).

As for the orbital gap: 9.56 eV. The charge is 0. The structure (SMILES) is CO[C@]1(C(=O)NC[C@H](C)C(C)C)CCN(C(=O)c2cncc(C#N)c2)C1.

Each line ends with the Mulliken charge.
Element x y z (Å)
H 0.3289 -0.6201 3.7947  0.392
H 3.4744 1.3482 -3.5172  0.436
C -5.8247 1.8157 -2.2839  -0.012
C -0.5158 -0.9629 3.2018  -0.930
C 3.4231 0.1409 -1.7206  0.591
C 3.4609 -1.3424 -1.3089  0.736
H 1.2633 0.3514 -1.5760  0.271
N -1.9573 0.6377 2.1883  0.212
H 2.1385 0.9791 -0.1640  0.219
H -0.0692 1.3207 1.5165  0.348
C -0.1611 -0.8191 1.7113  2.369
H 4.5118 -0.0680 -3.6143  0.410
C -3.2114 0.9953 1.8252  0.424
C 2.1671 0.8737 -1.2471  -1.410
H 3.7669 -0.8048 0.7815  0.371
H 1.2248 -2.2208 0.1712  0.251
H -1.0632 0.5385 0.2664  0.685
C -4.6964 2.0964 -1.4382  0.445
C -2.0381 -2.0845 0.8639  -0.763
H 4.2890 0.6211 -1.2479  0.259
H 4.9160 -1.9805 -2.8099  0.418
H 3.7131 -2.5354 0.4701  0.385
C 4.7751 -2.0021 -1.7310  -1.745
C -0.7900 0.5244 1.3202  -1.677
H -5.2156 0.6718 0.1005  0.545
H -0.6975 -2.0118 3.4336  0.338
H 4.8046 -3.0464 -1.4167  0.444
C -3.3847 1.7080 0.5132  0.603
H -2.5298 -1.2942 0.2895  0.239
H 2.7594 -0.2455 -3.7496  0.360
H -2.6524 -0.6522 3.6765  0.407
N -6.7204 1.5910 -2.9666  -0.474
C 3.5580 0.2978 -3.2361  -1.655
O -4.1867 0.7820 2.5270  -0.665
H -2.2000 -3.0326 0.3571  0.384
H 2.6396 -1.8517 -1.8321  0.231
C -3.7712 3.0729 -1.8094  -0.436
O -0.6360 -1.8972 0.9224  -0.568
H 5.6257 -1.4919 -1.2713  0.344
N -2.7149 3.3836 -1.0708  -0.652
C 3.2646 -1.5775 0.1981  -1.201
H -2.4874 -2.1342 1.8586  0.252
C -2.5309 2.7089 0.0625  -0.215
C 1.3581 -0.7355 1.5094  -0.686
O 1.9987 0.1007 2.1271  -0.660
H -1.6663 2.9960 0.6501  0.484
N 1.8735 -1.5899 0.6161  -0.021
H -1.5914 0.6194 4.2643  0.364
H -3.9049 3.6215 -2.7338  0.454
C -4.5071 1.4128 -0.2452  -0.483
C -1.7505 -0.0862 3.4475  -0.949
H 2.1402 1.8777 -1.6740  0.529

Forces on atoms 1 to 2 (eV/Å):
0.007 0.010 -0.015
0.004 0.005 -0.003

---

Entry from OMol25: a structure of composition C20H15N8O2Pt at a distorted geometry (ωB97M-V/def2-TZVPD).

As for the orbital gap: 4.19 eV. The charge is -1.

Each line ends with the Mulliken charge.
Element x y z (Å)
Pt -2.2609 -1.6212 0.7869  0.547
C 2.5443 1.8733 -4.0734  -0.670
C 1.4514 2.1266 -4.8909  -0.415
N -6.8664 -4.4928 -1.5464  -0.483
H 1.6946 -0.7029 1.7125  0.101
H 3.2453 1.3399 -2.1316  0.574
H 4.2312 1.9757 3.4037  0.371
C 1.7680 1.4393 0.3438  0.865
H -0.6918 2.2447 -4.9516  0.362
H 1.6735 -1.3105 4.0440  0.299
H 3.5452 1.8882 -4.4910  0.352
H 0.4872 -1.3541 -0.2012  -0.006
N 0.8821 -2.0934 0.3830  -0.624
H -0.9899 1.7228 -2.5729  0.367
C 2.3540 1.1459 2.7264  -0.060
H 1.7255 -2.4929 -0.0028  0.281
O -1.6974 -2.7401 4.3586  -0.689
N -0.9757 -1.9968 2.3179  -0.183
H 0.0683 -1.6218 4.6421  0.193
H 0.5176 0.5020 1.8278  0.900
C 0.8714 1.1867 -0.7366  -1.297
C 0.1792 2.0625 -4.3323  -0.578
N 1.1975 -1.5975 1.6552  0.019
C 3.5520 1.8334 2.5734  -0.953
O -2.9685 -2.7322 2.5870  -0.689
H 2.0717 0.7789 3.7110  0.575
H 4.7050 2.9897 1.1796  0.380
C -6.5670 -3.3958 -1.3486  0.163
C 2.3754 1.5784 -2.7293  -0.443
C -7.1502 -1.0105 -1.2185  0.144
C -0.2892 0.4361 -0.4311  1.185
C 0.3089 -1.7840 2.6463  0.923
N -3.7936 -1.5349 -0.4596  -0.484
C 2.9572 2.2204 0.2503  -0.806
C 0.0080 1.7744 -2.9907  -0.553
C 1.4880 0.9558 1.6612  -1.224
N 0.7471 -1.6821 3.9003  -0.390
H 3.1872 2.7188 -0.6807  0.682
H 1.5856 2.3548 -5.9408  0.366
C -6.1953 -2.0504 -1.1042  -0.265
N -7.9352 -0.1705 -1.3155  -0.475
C -1.1676 -0.3794 -0.1958  -1.087
C 3.8124 2.3886 1.3186  -0.620
C -4.8970 -1.7702 -0.7286  0.790
N -1.8899 -2.5400 3.1810  1.011
C 1.1006 1.5371 -2.1365  0.544

Forces on atoms 1 to 2 (eV/Å):
-0.096 0.191 -0.189
-0.010 0.010 -0.047

---

Entry from OMol25: a structure of composition C29H21Cl2IrN5O2SSeTe (ωB97M-V/def2-TZVPD).

As for the orbital gap (spin up / spin down): 5.33 / 5.31 eV. The charge is -1.

Each line ends with the Mulliken charge.
Element x y z (Å)
Ir 0.3087 0.7773 -1.7296  1.179
C -1.7858 4.3467 -4.9412  -0.637
C -0.8451 3.1535 -0.2341  -0.012
H -0.6250 0.8095 3.4816  0.437
C 0.7198 -0.6249 2.6216  0.115
H 2.2851 -5.7382 -0.8623  0.358
C 0.0901 -0.5607 4.9637  -0.256
C -1.1040 3.1279 -4.9441  0.257
C -2.7842 0.0524 0.2099  -0.779
N -1.6172 -0.2561 -1.9829  0.247
C 2.0638 -4.7273 -1.1822  -0.524
C -2.6357 -0.4543 -1.1791  0.196
Cl -2.9222 6.5170 -3.8130  -0.299
S 1.0290 -2.2989 6.8762  -0.154
C -1.6956 4.4310 -2.5305  -0.178
C 0.9133 -4.0799 -0.6836  -0.904
H 2.2279 -3.1176 4.3837  0.429
H -4.4422 -1.4944 -1.4143  0.171
Cl -0.7579 2.3614 -6.4615  -0.254
H 0.2743 -4.6005 0.0194  0.400
H -1.8003 0.3274 0.5890  -0.279
C 0.6010 -2.7969 -1.0601  -0.042
C -1.8981 -0.8883 -3.1745  -0.522
C -1.9238 5.0251 -1.2678  -0.732
C -1.0254 3.1905 -2.5514  0.656
C 0.6292 -0.1167 1.2973  -0.196
C 0.5152 0.2554 0.1428  -0.355
C 0.9036 -1.6587 5.2284  -0.554
N -0.6399 2.5730 -1.3930  -0.312
C -3.1137 -1.4810 -3.0861  -0.741
H -3.1982 -0.7177 0.8624  0.428
H 3.9357 -0.0456 7.2745  0.329
O -0.0347 1.3924 -3.7360  -0.370
H -2.4255 5.9817 -1.2177  0.409
H -0.4717 2.6236 0.6330  0.536
N 1.2990 -0.8529 -2.3982  -0.327
H -1.6362 4.8393 0.8397  0.430
H 2.0721 -2.1988 2.0894  0.548
C 1.5228 -1.7417 2.9020  -0.572
H -1.2004 -0.8490 -3.9930  0.494
H 2.9199 -0.3029 5.8236  0.310
C 2.5497 -1.6184 7.5254  0.630
H 4.2089 -1.4392 6.2260  0.240
C -2.0764 4.9898 -3.7694  0.710
H -0.2627 -2.2816 -0.6625  0.360
H -0.4650 -0.1025 5.7730  0.404
O 2.8188 -1.8669 8.6740  -0.568
C 2.9032 -4.0894 -2.0602  -0.634
C -1.4940 4.3959 -0.1360  -0.979
H -3.4426 0.9232 0.2368  0.333
C -0.6815 2.5012 -3.7710  -0.170
C 2.6047 -2.7764 -2.4815  0.294
C 1.6065 -2.2535 4.1833  -0.162
N -3.5717 -1.1966 -1.8159  -0.025
Se 2.6643 -0.4538 -3.4854  0.332
H 3.7906 -4.5709 -2.4506  0.429
N 3.3325 -2.0735 -3.3858  -0.944
H -3.6800 -2.0682 -3.7855  0.422
C 1.4540 -2.1231 -1.9543  0.841
Te 2.6495 1.9714 -1.7019  -0.448
H -2.0812 4.7837 -5.8852  0.445
C 3.4427 -0.7833 6.6438  -0.893
C 0.0022 -0.0502 3.6810  -0.547

Forces on atoms 1 to 2 (eV/Å):
-0.157 0.123 0.000
-0.012 -0.004 0.004

---

Entry from OMol25: a cluster of 2 separate species, C17H27N2O in total at a distorted geometry (ωB97M-V/def2-TZVPD).

As for the orbital gap: 7.00 eV. The charge is +1.

Each line ends with the Mulliken charge.
Element x y z (Å)
C 2.2459 1.5753 0.2134  -0.509
C 3.0557 0.2808 -1.7259  -0.598
C 0.0976 1.6831 2.4615  -0.233
C -2.1217 -1.0468 0.6443  -0.361
H -1.4415 -1.3398 1.4576  0.064
H -1.6683 -1.3381 -3.7743  0.422
O -0.4810 0.1653 -2.9302  -0.144
H -4.0308 -2.0697 0.4013  0.305
H -0.6038 0.4233 -5.0179  0.336
H 1.1336 -1.3212 3.7482  0.409
C -2.9737 -2.2539 0.1917  -0.703
H 0.4883 1.5073 -4.0945  0.232
H -3.5920 -2.0150 -1.8851  0.316
H 1.2602 -0.9366 -1.4099  -0.376
N 1.7726 0.1982 0.2924  0.279
H 2.5392 0.4729 -2.6733  0.186
H -0.0174 2.2016 1.5066  0.343
H -2.5523 -0.0596 -2.8303  0.414
C 0.7033 -0.3174 3.7236  -0.175
H 0.9484 -1.4050 1.2314  0.456
H -1.0895 0.3054 -0.6323  0.185
C 0.6436 0.3730 2.4802  0.587
C 3.2698 1.5819 -0.9320  -0.677
H -2.6582 -3.1549 0.7266  0.278
H -0.6114 -2.1468 -1.7241  0.124
H 4.0001 -0.2294 -1.9374  0.337
H 4.2799 1.6074 -0.5099  0.305
C 2.1654 -0.6210 -0.8657  0.054
C -0.3336 2.2824 3.6430  -0.809
H 1.4172 2.2592 -0.0293  0.267
C -0.2924 1.5771 4.8522  -0.355
H 2.6992 -1.5258 -0.5382  0.487
C 0.2318 0.2761 4.8885  -0.677
H -0.6639 2.0478 5.7635  0.404
H -2.5448 -3.4336 -1.6347  0.341
C 1.0895 -0.3180 1.2902  -0.336
H 0.2569 -0.2691 5.8355  0.397
N -1.3521 -0.6621 -0.4941  0.065
H -2.7414 -0.2226 1.0403  0.328
C -0.4780 0.9958 -4.0809  -0.850
C -2.7301 -2.4001 -1.3248  -0.662
H 2.6796 1.9302 1.1594  0.372
H -1.2906 1.7408 -4.0448  0.322
C -1.6233 -0.6662 -2.8925  -1.077
H 3.1512 2.4730 -1.5516  0.333
C -1.5146 -1.5086 -1.6294  0.199
H -0.7231 3.3037 3.6118  0.395

Forces on atoms 1 to 2 (eV/Å):
0.022 1.098 -0.535
-0.215 -0.072 -0.277

---

How do the records compare in total energy? In the order shown, they have -102667.151, -18477.307, -32228.453, -40239.736, -153320.895, -23087.953 eV.